Entry 1:
DFT (the ωB97M-V functional and the def2-TZVPD basis) results for a 13-piece molecular cluster, C3H33N2O12S overall at a distorted geometry.

As for the lowest unoccupied orbital energy: 2.572 eV. Its HOMO-LUMO gap is 8.559 eV. The energy above the lowest of the compared OMol25 structures with the same formula, charge and spin comes out at 0.00 kcal/mol. The charge is -1. The spin multiplicity is 1. The calculation puts the electronic energy at -42035.062 eV.

CARTESIAN COORDINATES (ANGSTROEM)
1 S -0.0965 -1.2815 -3.3723
2 O -2.9670 -1.9825 -0.3109
3 O -1.1149 -0.6847 2.9581
4 O -2.7044 3.0167 -1.4667
5 O 2.7537 3.0348 -1.5613
6 O -2.1208 3.6551 1.5755
7 O 4.0951 0.0893 -1.3388
8 O -1.0064 -2.5702 1.1464
9 O -3.4456 1.1634 1.6989
10 O 0.5734 3.1978 1.3027
11 O 1.1379 -3.6106 0.4119
12 O -3.3823 0.1500 -1.8551
13 O 2.8429 -2.2975 -1.1709
14 N 0.8089 0.5683 0.1657
15 N 1.5865 0.1297 2.4276
16 C -0.1253 -0.8865 -1.5538
17 C 0.8156 0.2365 -1.2698
18 C 1.7555 -0.1598 1.0358
19 H 1.7109 1.1221 2.5686
20 H -0.9625 -1.3002 2.1615
21 H -1.1485 3.7221 1.5269
22 H -1.1316 -0.6387 -1.2514
23 H 2.7401 0.1648 0.7144
24 H 3.3228 2.2780 -1.7925
25 H -1.4349 -3.3842 1.4767
26 H -3.3713 2.3572 -1.2341
27 H -2.3829 2.4693 -2.1696
28 H -2.6441 0.6196 1.7059
29 H 1.1161 -1.8352 -3.2028
30 H -2.4846 3.4047 0.7077
31 H 0.4037 1.1428 -1.7556
32 H -0.1439 0.4861 0.4894
33 H 2.0772 -2.6445 -0.5927
34 H 1.6720 -1.2309 0.9065
35 H 0.0468 -1.8280 -1.0270
36 H -3.0808 -0.6550 -1.3769
37 H 1.7983 0.1658 -1.7088
38 H 3.5960 -0.7223 -1.5369
39 H 0.1894 -3.0862 0.7988
40 H -1.2674 -1.3042 3.6794
41 H 0.7382 3.3469 0.3494
42 H 0.7925 -0.2761 2.9004
43 H -3.0550 2.0150 1.9834
44 H -3.4918 -1.3721 0.2211
45 H 3.1822 -3.1480 -1.4508
46 H 0.4588 2.2360 1.3999
47 H 1.1114 -4.5873 0.3761
48 H -2.9778 0.0275 -2.7151
49 H -2.0788 -2.2579 0.1923
50 H 2.6301 2.9250 -0.5983
51 H 4.6630 0.0194 -0.5690

***

Entry 2:
DFT (the ωB97M-V functional and the def2-TZVPD basis) results for a 14-piece molecular cluster, C3H33O14 overall at a distorted geometry.

As for the lowest unoccupied orbital energy: 2.557 eV. Its HOMO-LUMO gap is 8.615 eV. The energy above the lowest of the compared OMol25 structures with the same formula, charge and spin comes out at 12.86 kcal/mol. The charge is -1. The spin multiplicity is 1. The calculation puts the electronic energy at -32313.652 eV.

CARTESIAN COORDINATES (ANGSTROEM)
1 O -2.7028 0.8141 3.0411
2 O -1.0503 2.5779 1.1929
3 O -0.5622 -0.0747 -3.0503
4 O -2.3424 -0.3046 -0.8247
5 O -0.0148 2.4050 -1.1467
6 O -1.4638 -2.2897 2.3787
7 O -0.7543 -0.1662 1.2301
8 O -2.2044 -2.6274 -2.0966
9 O -0.2102 -0.0108 3.8267
10 O 1.2792 -2.1892 -3.3540
11 O 2.4799 0.4505 -2.8764
12 O -2.3704 -3.6760 0.3507
13 O 2.8843 2.9158 -1.1947
14 O 2.7231 4.2262 1.1230
15 C 0.5567 -1.7775 0.1060
16 C 0.3693 -0.3102 0.3059
17 C 1.6588 0.2219 0.9137
18 H 0.9219 2.3522 -1.1712
19 H 2.4814 -0.3088 0.3876
20 H -1.9799 2.6493 1.3826
21 H 1.7245 -0.0579 1.9443
22 H -1.1997 0.0471 -2.3560
23 H -1.0059 0.1783 -3.8343
24 H 2.0637 -1.7819 -3.0952
25 H 0.9918 -2.2734 0.9973
26 H -0.8362 1.6579 1.2346
27 H -0.8567 -2.6796 2.9961
28 H -1.0120 -1.6150 1.8317
29 H 0.2045 0.1189 -0.6315
30 H 2.9792 3.3104 -0.3283
31 H 0.6072 -1.5569 -3.2721
32 H -3.0869 -2.7719 -2.4479
33 H 1.9288 4.6260 0.8589
34 H -1.6171 -3.3761 -2.2130
35 H 2.3353 3.6790 1.7780
36 H -0.1184 -0.2574 2.9118
37 H 1.7962 1.3807 0.9428
38 H -0.2618 2.4688 -0.2295
39 H -1.6644 -0.3519 -0.1402
40 H -1.8903 -3.1698 -0.2771
41 H 2.9883 1.0225 -2.2907
42 H -2.0289 -3.2174 1.2204
43 H -0.4373 -2.2630 -0.0678
44 H 1.2546 -1.9653 -0.6878
45 H 1.6230 0.3134 -2.4532
46 H -2.3771 -1.1050 -1.2984
47 H -2.0550 0.5385 2.4043
48 H -1.0744 -0.4115 4.1115
49 H -2.1091 1.2355 3.6681
50 H 3.4348 3.3990 -1.8018

***

Entry 3:
DFT (the ωB97M-V functional and the def2-TZVPD basis) results for a 12-piece molecular cluster, C3H34N2O11 overall at a distorted geometry.

As for the lowest unoccupied orbital energy: -4.810 eV. Its HOMO-LUMO gap is 11.212 eV. The charge is +2. The spin multiplicity is 1. The calculation puts the electronic energy at -29155.004 eV.

CARTESIAN COORDINATES (ANGSTROEM)
1 O -0.2532 -5.0245 0.6364
2 O -2.2635 2.0177 -2.6864
3 O -1.9127 -0.1797 -4.1555
4 O 0.9565 2.6749 2.5392
5 O 1.8277 -1.1177 -2.1505
6 O 0.5433 -1.0584 -4.3996
7 O -2.6286 -1.3062 3.8818
8 O 0.1224 3.0891 -1.7704
9 O 2.3348 1.4893 -1.5942
10 O 2.9163 1.4655 1.1328
11 O 2.4575 -1.0861 2.0938
12 N -1.5139 2.2317 1.5338
13 N 0.3378 -2.3059 0.9070
14 C -0.8586 -1.5471 1.3751
15 C -1.8253 0.7672 1.6279
16 C -0.6645 -0.0510 1.0857
17 H 2.9821 1.8025 -2.2350
18 H -0.9888 -1.7400 2.4342
19 H -2.1255 0.5991 -3.6023
20 H 1.1891 -2.0231 1.4304
21 H -0.6123 2.4558 2.0195
22 H 2.6698 -1.5040 -2.3605
23 H 0.9207 2.5127 -1.7236
24 H -2.7444 0.5847 1.0711
25 H 0.2632 0.2815 1.5518
26 H -2.2356 2.7954 1.9800
27 H 1.6784 2.2273 2.0484
28 H -2.7242 2.5681 -3.3128
29 H -1.3805 2.5050 0.5541
30 H -1.7593 -1.9279 0.8891
31 H 0.6028 -1.6199 -5.1667
32 H -0.8403 -5.5321 1.2152
33 H -3.5069 -1.7280 3.9163
34 H -2.0482 0.5134 2.6634
35 H -0.5895 0.0979 0.0007
36 H 2.7110 1.4703 0.1553
37 H -0.3825 -0.7356 -4.3749
38 H 0.1843 -3.3260 0.9939
39 H 2.6481 -0.1701 1.7919
40 H 0.2712 -5.7085 0.1890
41 H 1.3217 3.4365 3.0196
42 H 1.2964 -1.1302 -3.0078
43 H 3.8151 1.7832 1.2726
44 H -2.3933 -1.2696 4.8110
45 H 0.5109 -2.0873 -0.0832
46 H -2.7617 -0.6241 -4.3689
47 H 2.1474 0.5309 -1.7996
48 H 0.4245 3.9470 -2.0661
49 H 3.2410 -1.4369 2.5646
50 H -1.3609 2.3931 -2.5276

***

Entry 4:
DFT (the ωB97M-V functional and the def2-TZVPD basis) results for a 14-piece molecular cluster, C3H34N2O15 overall at a distorted geometry.

As for the lowest unoccupied orbital energy: 0.066 eV. Its HOMO-LUMO gap is 9.996 eV. The energy above the lowest of the compared OMol25 structures with the same formula, charge and spin comes out at 16.96 kcal/mol. The charge is 0. The spin multiplicity is 1. The calculation puts the electronic energy at -37357.613 eV.

CARTESIAN COORDINATES (ANGSTROEM)
1 O 1.8422 2.6286 -2.6070
2 O -1.8300 2.2742 -0.8948
3 O -2.5238 0.3941 -2.5906
4 O -1.2728 1.4264 1.5911
5 O 1.2527 -2.9224 3.3249
6 O 3.5048 -1.7601 2.1835
7 O 2.7725 0.7724 3.1821
8 O -2.5375 -2.1074 -2.4747
9 O -4.5462 0.5371 -0.9092
10 O -0.0094 -2.0440 -2.0619
11 O -4.3974 -2.1558 -0.5684
12 O 0.7787 0.3347 -3.7915
13 O 4.8975 0.7911 0.8206
14 O 0.7962 2.4629 2.5604
15 O 2.9046 2.5108 0.8030
16 N 1.3783 -1.2242 -0.5112
17 N -0.9179 -1.3243 -0.0935
18 C -1.9455 0.1533 1.6082
19 C -0.8923 -0.9199 1.3125
20 C 0.1248 -1.5239 -0.9506
21 H 3.2951 -0.8664 2.5399
22 H -3.7448 1.0549 -0.8044
23 H 4.8240 0.9953 -0.1259
24 H 3.9806 1.1044 1.0591
25 H 4.3915 -1.6300 1.8293
26 H 1.8755 -2.3469 2.8474
27 H -1.2976 3.0442 -1.1078
28 H -3.1444 -2.6275 -1.9154
29 H -0.1571 0.5956 -3.7277
30 H 0.6604 -0.4766 -3.2615
31 H -4.8734 0.8881 -1.7449
32 H 1.7118 1.8627 -3.1995
33 H 0.1484 -0.6568 1.4855
34 H -2.2212 0.1041 2.6740
35 H -2.8664 0.5046 -3.4914
36 H 1.7764 -3.2025 4.0865
37 H 0.3789 2.8799 3.3216
38 H 2.7671 2.5927 -2.3471
39 H -2.8019 0.1733 0.9100
40 H 2.1033 2.6946 1.3424
41 H 2.0747 1.4258 2.9207
42 H -4.5305 -1.1847 -0.5291
43 H 2.2145 -1.6870 -0.8065
44 H 0.0125 1.8801 2.2501
45 H -1.4495 1.8260 0.6948
46 H 2.5648 2.6143 -0.1006
47 H -2.5830 -0.6169 -2.4412
48 H -4.3641 -2.3364 0.3803
49 H -1.6664 -2.4750 -2.6944
50 H 1.5115 -0.6313 0.2904
51 H -1.1394 -1.7282 2.0358
52 H 3.5993 1.1941 3.4363
53 H -2.0668 1.6560 -1.6242
54 H -1.7858 -1.7797 -0.3266

***

Entry 5:
DFT (the ωB97M-V functional and the def2-TZVPD basis) results for a 15-piece molecular cluster, C3H36N2O15 overall at a distorted geometry.

As for the lowest unoccupied orbital energy: 0.037 eV. Its HOMO-LUMO gap is 9.193 eV. The energy above the lowest of the compared OMol25 structures with the same formula, charge and spin comes out at 81.42 kcal/mol. The charge is 0. The spin multiplicity is 1. The calculation puts the electronic energy at -37388.479 eV.

CARTESIAN COORDINATES (ANGSTROEM)
1 O 3.5786 0.9864 1.1946
2 O -0.1998 -0.8586 0.6416
3 O 2.7603 -0.3647 -3.2663
4 O 3.2099 3.4878 0.2016
5 O 1.1692 -3.0285 -3.1867
6 O -4.1079 1.3283 -2.2114
7 O -0.3810 2.2445 -2.3329
8 O -2.5946 -2.3287 -3.2175
9 O -1.3919 -0.2995 -2.2072
10 O -4.4001 -0.9298 0.9420
11 O -1.4517 -3.4673 1.1262
12 O 3.3983 -1.4661 -0.9484
13 O 0.5846 2.4884 4.1738
14 O -2.0961 -1.0220 3.1811
15 O 2.2331 2.4402 -2.2039
16 N -1.9440 1.2595 0.6052
17 N 0.8027 -0.1902 2.5113
18 C 1.5313 -1.3889 2.7865
19 C -0.6999 1.4158 1.3368
20 C 0.0093 0.0424 1.4492
21 H 0.6979 0.3811 3.3428
22 H 0.1028 3.2957 4.3966
23 H -2.9460 -1.0730 2.7317
24 H -0.4827 1.3820 -2.7669
25 H 3.2122 1.8844 1.2348
26 H 2.4248 -1.4876 2.1497
27 H -1.8902 -1.8792 3.5638
28 H 3.3989 -1.3956 0.0134
29 H -4.8044 -0.5351 0.1531
30 H -3.5040 -2.6468 -3.2106
31 H 1.4066 2.9014 3.8726
32 H -2.0880 -3.1804 0.4675
33 H 1.9814 -0.2002 -2.7305
34 H 1.4314 2.9660 -2.0848
35 H -1.1989 -0.1823 -1.2680
36 H -2.3838 2.1512 0.4876
37 H 1.8298 -1.6131 3.8066
38 H -0.8016 1.7195 2.3815
39 H -2.1066 -3.1636 -3.2115
40 H -0.4652 2.0254 -1.3981
41 H -3.5534 0.5594 -2.0018
42 H 2.8109 0.4719 1.4714
43 H 3.4147 4.3865 -0.0722
44 H -0.0463 2.1167 0.8048
45 H 1.8784 -2.3765 -3.1588
46 H -4.9902 -1.6970 0.9678
47 H 1.0180 -2.3095 2.4816
48 H 4.2538 -1.8993 -1.0758
49 H 3.3306 3.0083 -0.6369
50 H -1.1079 -2.6630 1.5287
51 H -1.0375 -1.1632 -2.4301
52 H -3.8289 1.3825 -3.1357
53 H 0.9799 -3.1603 -2.2498
54 H 3.4892 -0.5109 -2.6554
55 H 2.0130 1.7526 -2.8325
56 H -2.4489 0.4027 0.4879

***

Entry 6:
DFT (the ωB97M-V functional and the def2-TZVPD basis) results for a 16-piece molecular cluster, C3H37NO17 overall at a distorted geometry.

As for the lowest unoccupied orbital energy: -0.257 eV. Its HOMO-LUMO gap is 9.862 eV. The energy above the lowest of the compared OMol25 structures with the same formula, charge and spin comes out at 42.77 kcal/mol. The charge is 0. The spin multiplicity is 1. The calculation puts the electronic energy at -40011.418 eV.

CARTESIAN COORDINATES (ANGSTROEM)
1 O -1.5909 2.2037 -1.7696
2 O -2.7856 -0.7815 2.3152
3 O 2.3699 -1.2007 -1.6803
4 O 2.4587 2.7473 2.1984
5 O 2.3153 0.3245 3.2609
6 O 1.9006 -3.7765 -0.9447
7 O -1.4715 0.4065 0.3020
8 O 3.4595 -2.0275 3.7759
9 O 1.3296 4.5142 0.6820
10 O -1.7541 -2.5102 -3.2404
11 O -1.1484 0.2954 -3.6734
12 O -0.7160 -4.6683 -1.1849
13 O 0.8916 3.4678 -1.8053
14 O -3.5175 -2.1712 -1.4591
15 O -1.2160 3.6247 1.2314
16 O -2.6671 -3.8306 0.4462
17 O 0.0443 2.5546 3.9643
18 N 1.4356 0.7811 -2.0958
19 C 1.5682 -0.3226 -1.3119
20 C -0.0539 0.6277 0.4302
21 C 0.6922 -0.5945 -0.0902
22 H 2.0865 3.3477 1.5038
23 H 0.8263 3.7971 -2.7027
24 H 1.4678 -0.9011 0.6016
25 H -2.1894 -2.7925 -4.0519
26 H 2.5045 1.1014 2.6933
27 H -0.0474 3.1905 -1.5868
28 H 2.0348 0.9706 -2.8728
29 H 1.0324 1.6665 -1.6858
30 H 1.8796 0.7207 4.0179
31 H 2.0061 -2.8958 -1.3732
32 H 0.2262 -4.4953 -1.2522
33 H -3.6931 -0.7445 2.6127
34 H -1.5924 1.8891 -2.6929
35 H -0.2255 0.1678 -3.9415
36 H -1.9959 0.0168 1.0297
37 H -1.7658 4.3182 1.6196
38 H -2.5056 -1.6838 2.5362
39 H 3.4946 -2.1256 2.8238
40 H -1.7800 2.9221 0.8639
41 H -2.4802 -2.3376 -2.5688
42 H -1.7712 -4.0928 0.1422
43 H 0.4151 4.2375 0.8695
44 H 1.2716 4.2838 -0.2923
45 H 2.1762 -3.5324 -0.0379
46 H -3.9829 -1.3574 -1.2200
47 H 0.0191 -1.3929 -0.3481
48 H 0.0630 1.5519 -0.1336
49 H -1.4613 -0.5433 -3.3209
50 H -3.2554 -4.3745 -0.0820
51 H -2.9686 -2.3879 -0.6687
52 H -0.8200 2.1567 3.8784
53 H 3.1824 -1.0997 3.9507
54 H 0.3518 2.8182 3.0742
55 H 0.0689 0.8345 1.4658
56 H -1.1180 -4.0855 -1.8486
57 H 3.2881 3.1169 2.4889
58 H -1.5836 1.3805 -1.2827